{
  "formula": "C28H34N6O3PReS2",
  "method": "ωB97M-V with the def2-TZVPD basis set",
  "elements": ["Re", "C", "C", "N", "C", "C", "N", "C", "C", "C", "C", "C", "N", "C", "C", "N", "C", "C", "N", "C", "C", "C", "N", "C", "C", "H", "H", "H", "H", "H", "H", "H", "H", "H", "H", "H", "H", "C", "C", "C", "O", "P", "S", "S", "O", "C", "C", "C", "H", "H", "H", "H", "H", "H", "H", "H", "H", "H", "H", "H", "H", "H", "C", "C", "C", "O", "C", "H", "H", "H", "H", "H", "H", "H", "H"],
  "positions_angstrom": [[-0.147, -0.827, -1.692], [4.181, -1.334, -1.796], [2.863, -1.118, -2.191], [1.882, -1.054, -1.290], [2.197, -1.235, 0.025], [3.538, -1.455, 0.380], [4.487, -1.484, -0.523], [1.059, -1.193, 0.944], [1.101, -1.238, 2.332], [-0.091, -1.215, 3.066], [-1.301, -1.158, 2.369], [-1.299, -1.072, 0.981], [-0.128, -1.079, 0.286], [-2.463, -0.974, 0.103], [-3.807, -1.028, 0.503], [-4.778, -1.009, -0.376], [-4.499, -0.927, -1.660], [-3.180, -0.818, -2.092], [-2.175, -0.848, -1.221], [-0.069, -1.217, 4.544], [-0.949, -2.015, 5.279], [-0.892, -1.956, 6.669], [-0.043, -1.160, 7.259], [0.801, -0.395, 6.621], [0.829, -0.396, 5.230], [4.990, -1.369, -2.512], [2.602, -0.978, -3.232], [3.848, -1.607, 1.402], [2.047, -1.289, 2.846], [-2.232, -1.146, 2.913], [-4.101, -1.092, 1.540], [-5.326, -0.948, -2.354], [-2.934, -0.713, -3.141], [-1.644, -2.688, 4.800], [-1.542, -2.552, 7.296], [1.460, 0.229, 7.209], [1.512, 0.256, 4.707], [-1.335, 4.899, 0.585], [-1.585, 4.970, -0.909], [-0.842, 6.108, -1.570], [-1.217, 3.680, -1.521], [0.205, 3.238, -1.964], [1.029, 4.258, -3.516], [-0.204, 1.303, -2.665], [1.037, 3.225, -0.626], [2.460, 3.128, -0.369], [3.225, 2.700, -1.606], [2.606, 2.141, 0.782], [-1.777, 5.767, 1.066], [-0.269, 4.895, 0.798], [-1.789, 4.003, 1.002], [-2.657, 5.030, -1.121], [0.227, 6.023, -1.364], [-1.189, 7.055, -1.168], [-1.009, 6.113, -2.646], [2.781, 4.124, -0.045], [2.790, 1.783, -2.007], [4.266, 2.529, -1.351], [3.191, 3.476, -2.369], [2.179, 1.183, 0.494], [2.084, 2.508, 1.660], [3.654, 2.011, 1.032], [-1.822, -4.852, -2.437], [-1.427, -4.250, -3.795], [-0.133, -3.507, -3.483], [-0.307, -3.020, -2.143], [-0.992, -4.052, -1.415], [-1.566, -5.908, -2.378], [-2.891, -4.758, -2.257], [-2.191, -3.558, -4.151], [-1.279, -5.014, -4.553], [0.063, -2.662, -4.151], [0.722, -4.194, -3.488], [-1.601, -3.584, -0.638], [-0.234, -4.685, -0.934]],
  "spin_multiplicity": 2,
  "e_lumo_ev": [-12.003, -11.950],
  "homo_ev": [-16.12, -16.11],
  "fmax_ev_per_a": 4.53,
  "charge": 3,
  "s_squared": 0.80
}